*A*
15
Properties=species:S:1:pos:R:3:mulliken_charge:R:1 method="wB97M-V/def2-TZVPD" e_homo_ha=-0.37088 lumo_ha=0.0180 charge=0
C -0.485 0.859 -0.283 0.0170
C -0.243 0.502 1.078 0.0081
C -1.835 0.772 -0.922 -1.3675
O 2.458 -1.466 0.940 -0.5143
O 0.184 -0.395 0.145 -0.1909
O 0.565 1.120 1.922 -0.4942
O 1.736 -2.324 -1.298 -0.4513
P 1.443 -2.346 0.340 0.4802
H 0.173 1.578 -0.643 0.4347
H -1.166 0.086 1.670 0.2784
H -2.587 0.190 -0.446 0.4007
H -1.740 0.501 -1.929 0.3211
H -2.236 1.767 -0.775 0.3830
H 1.425 0.687 1.560 0.3546
H 2.308 -1.531 -1.358 0.3405



*B*
15
Properties=species:S:1:pos:R:3:mulliken_charge:R:1 method="wB97M-V/def2-TZVPD" e_homo_ha=-0.32006 lumo_ha=0.0197 charge=0
C 0.563 1.702 0.149 -0.3501
C 0.049 0.510 0.659 0.4578
C -0.163 -0.567 -0.415 0.1700
O 0.913 2.835 0.899 -0.4984
O -0.308 0.267 1.972 -0.5687
O -1.284 -0.187 -1.193 -0.4842
O 0.943 -0.559 -1.298 -0.5155
P -0.621 -2.268 0.288 -0.1433
H 0.836 1.654 -0.856 0.4396
H 0.918 2.628 1.784 0.3050
H -1.260 0.007 1.919 0.3446
H -1.193 0.808 -1.435 0.4040
H 1.053 -1.261 -1.965 0.3245
H -1.120 -2.708 -0.935 0.0538
H 0.673 -2.861 0.427 0.0609



The structure with the greatest stability is *A*.



*A*
36
Properties=species:S:1:pos:R:3:mulliken_charge:R:1 method="wB97M-V/def2-TZVPD" e_homo_ha=-0.44190 smiles="C/C(=N/[NH+]=C(N)N)C1=CC(C)(C)CCC1" lumo_ha=-0.1289 charge=+1
N -0.329 -2.619 1.221 -0.8571
C -0.821 -0.985 -0.591 0.2213
C -0.595 -0.871 -1.944 -1.0248
C 1.230 -1.965 2.989 0.6946
C -0.947 -2.316 0.043 -0.0943
N 0.891 -3.083 3.650 -0.5381
N 1.917 -0.969 3.699 -0.4376
N 0.600 -1.825 1.804 0.4306
C -1.864 -3.333 -0.764 -1.3604
C -0.869 0.011 -4.295 -1.8249
C 1.097 0.647 -2.685 -1.6963
C -1.331 0.198 0.119 0.0463
C -1.064 1.486 -0.710 -0.7932
C -1.398 1.432 -2.234 -0.8862
C -0.472 0.354 -2.834 1.9796
H -0.332 -1.818 -2.446 0.2456
H 0.574 -2.898 4.621 0.2783
H 0.134 -3.609 3.178 0.3362
H 2.484 -1.264 4.588 0.3027
H 2.092 -0.097 3.158 0.2431
H 1.007 -1.079 1.282 0.1405
H -1.295 -4.088 -1.394 0.3119
H -2.550 -3.873 -0.146 0.4266
H -2.569 -2.771 -1.320 0.4252
H -0.659 0.921 -4.893 0.4311
H -0.334 -0.875 -4.656 0.4470
H -1.955 -0.146 -4.326 0.3938
H 1.349 1.675 -2.480 0.3665
H 1.476 0.414 -3.702 0.4806
H 1.604 0.076 -2.022 0.3810
H -2.429 0.099 0.347 0.3127
H -0.818 0.319 1.091 0.2139
H 0.029 1.754 -0.608 0.2526
H -1.685 2.166 -0.205 0.4665
H -1.182 2.404 -2.800 0.3472
H -2.501 1.203 -2.476 0.3375



*B*
36
Properties=species:S:1:pos:R:3:mulliken_charge:R:1 method="wB97M-V/def2-TZVPD" e_homo_ha=-0.48910 smiles="C[C@@H]1CCCC[C@H]1[C@]1([NH3+])N=CN=C[C@H]1N" lumo_ha=-0.1417 charge=+1
C -0.973 -0.701 3.264 -0.4349
C -1.690 -2.005 1.548 -0.3443
C -0.913 2.328 -1.395 -1.0575
C -0.521 1.718 -2.777 -0.8690
C -0.832 1.409 -0.221 -0.6557
C 0.456 0.516 -2.618 -1.3099
C -0.259 0.222 2.311 0.2401
C 0.274 0.363 -0.209 -0.6418
C 0.180 -0.507 -1.531 0.5512
C 0.033 -0.556 1.021 0.1894
C 1.211 -1.621 -1.783 -2.1835
N -1.685 -1.682 2.901 -0.5006
N -0.927 -1.551 0.649 -0.5420
N 1.323 -1.363 1.251 0.1089
N 0.959 0.809 2.841 -0.5504
H -1.048 -0.704 4.337 0.4632
H -2.305 -2.706 1.184 0.6150
H -0.139 3.145 -1.351 0.3389
H -1.857 2.883 -1.518 0.4301
H -1.333 1.233 -3.242 0.3627
H -0.036 2.340 -3.552 0.3836
H -0.878 2.151 0.564 0.2309
H -1.828 0.789 -0.266 0.3220
H 0.440 0.006 -3.702 0.2463
H 1.408 0.788 -2.386 0.6309
H -1.170 0.786 2.133 0.3475
H 1.202 0.809 -0.336 1.0750
H -0.776 -0.773 -1.618 0.5483
H 2.311 -1.454 -1.647 0.2002
H 1.172 -1.790 -2.785 0.6838
H 0.795 -2.550 -1.307 0.5156
H 1.328 -1.883 2.131 0.4533
H 1.456 -2.055 0.570 0.3250
H 1.303 1.628 2.401 0.1893
H 2.169 -0.756 1.325 0.4150
H 1.148 0.736 3.813 0.2232



The structure with the greatest stability is *A*.



*A*
60
Properties=species:S:1:pos:R:3:mulliken_spin:R:1 method="wB97M-V/def2-TZVPD" e_homo_ha="-0.51764 / -0.52492" spin_multiplicity=2 lumo_ha="-0.2876 / -0.2745" charge=+2
Re 0.704 -0.331 0.557 1.0055
N 3.246 -0.311 2.732 0.0068
C 2.045 -0.075 3.351 -0.0053
C 2.095 0.071 4.751 0.0019
C 0.947 0.318 5.449 -0.0002
C -0.256 0.419 4.746 0.0015
C -0.233 0.251 3.394 0.0006
N 0.896 -0.010 2.669 -0.0135
C 3.692 -0.237 1.425 0.0064
C 5.086 -0.170 1.276 -0.0058
C 5.634 -0.121 0.024 0.0112
C 4.777 -0.140 -1.074 -0.0049
C 3.431 -0.206 -0.851 0.0058
N 2.852 -0.261 0.382 -0.0336
H 4.013 -0.363 3.391 -0.0001
H 3.046 0.003 5.255 0.0001
H 0.977 0.441 6.522 0.0000
H -1.187 0.624 5.246 -0.0002
H -1.141 0.322 2.826 -0.0016
H 5.711 -0.147 2.156 0.0001
H 6.705 -0.061 -0.102 0.0001
H 5.147 -0.101 -2.084 0.0000
H 2.761 -0.209 -1.693 0.0010
C -3.107 2.044 -3.928 0.0000
C -2.893 1.879 -2.432 0.0000
N -1.573 1.336 -2.104 0.0001
C -1.228 0.065 -2.160 0.0107
S 0.452 -0.335 -1.792 -0.0331
N -2.078 -0.865 -2.549 0.0002
C -1.770 -2.285 -2.723 -0.0016
C -1.410 -2.617 -4.159 -0.0001
H -4.090 2.469 -4.109 0.0000
H -3.047 1.100 -4.470 0.0000
H -2.364 2.716 -4.350 0.0000
H -3.652 1.238 -1.973 -0.0001
H -2.952 2.844 -1.929 0.0000
H -0.865 1.983 -1.777 -0.0008
H -2.973 -0.555 -2.910 0.0000
H -2.653 -2.836 -2.395 0.0002
H -0.948 -2.527 -2.042 0.0005
H -2.244 -2.425 -4.830 0.0000
H -1.151 -3.669 -4.244 0.0000
H -0.557 -2.028 -4.488 -0.0001
F 0.721 1.612 0.563 0.0298
B 0.652 3.499 0.159 -0.0005
F -0.548 3.446 -0.432 -0.0003
F 0.714 3.929 1.399 0.0001
F 1.709 3.524 -0.625 0.0008
S 0.928 -4.930 0.982 0.1250
C 0.798 -3.394 0.869 0.0576
N 0.675 -2.199 0.781 -0.1218
N -2.219 -1.343 0.868 -0.0044
C -3.519 -1.009 0.946 -0.0015
C -3.598 0.359 0.797 -0.0024
C -2.277 0.786 0.637 -0.0093
N -1.449 -0.257 0.681 -0.0287
H -1.790 -2.253 0.960 0.0003
H -4.274 -1.756 1.104 0.0007
H -4.482 0.966 0.819 -0.0001
H -1.885 1.781 0.506 0.0032



*B*
60
Properties=species:S:1:pos:R:3:mulliken_spin:R:1 method="wB97M-V/def2-TZVPD" e_homo_ha="-0.48687 / -0.48691" spin_multiplicity=2 lumo_ha="-0.2490 / -0.3235" charge=+2
Re -1.323 -0.092 1.146 -0.0084
N 0.475 -2.844 0.997 0.0020
C -0.302 -2.731 -0.141 0.0101
C -0.050 -3.647 -1.172 0.0092
C -0.846 -3.636 -2.291 0.0007
C -1.891 -2.714 -2.358 -0.0097
C -2.056 -1.834 -1.317 0.0106
N -1.253 -1.798 -0.226 -0.0073
C 0.263 -2.424 2.280 -0.0009
C 0.982 -3.060 3.300 0.0001
C 0.804 -2.670 4.601 0.0001
C -0.097 -1.642 4.900 0.0002
C -0.751 -1.045 3.867 0.0009
N -0.579 -1.405 2.556 0.0001
H 1.209 -3.531 0.919 -0.0004
H 0.741 -4.376 -1.054 0.0001
H -0.683 -4.351 -3.086 0.0006
H -2.581 -2.698 -3.190 0.0017
H -2.857 -1.116 -1.324 0.0090
H 1.662 -3.863 3.046 -0.0001
H 1.355 -3.162 5.392 0.0000
H -0.265 -1.313 5.914 0.0000
H -1.438 -0.228 4.026 0.0002
C 0.473 3.868 -1.337 -0.0027
C 0.231 3.134 -2.640 0.0148
N 0.902 1.829 -2.647 0.0038
C 0.343 0.691 -2.991 -0.0982
S -1.336 0.668 -3.459 0.9902
N 0.994 -0.462 -2.998 0.0286
C 2.444 -0.618 -2.780 0.0032
C 3.238 -0.426 -4.061 0.0009
H -0.043 4.827 -1.357 0.0001
H 1.535 4.061 -1.182 0.0043
H 0.097 3.287 -0.494 0.0006
H 0.583 3.708 -3.497 0.0036
H -0.840 2.960 -2.786 0.0029
H 1.862 1.810 -2.324 0.0006
H 0.503 -1.251 -3.392 0.0182
H 2.587 -1.613 -2.363 -0.0002
H 2.755 0.071 -1.998 0.0001
H 2.919 -1.128 -4.831 -0.0001
H 4.296 -0.595 -3.866 0.0004
H 3.127 0.586 -4.455 -0.0002
F 0.431 0.323 0.210 0.0054
B 2.019 0.441 0.729 0.0032
F 1.850 0.649 2.055 0.0000
F 2.430 1.496 -0.020 -0.0002
F 2.518 -0.767 0.376 -0.0001
S -5.479 1.012 -0.746 0.0008
C -4.102 0.643 -0.099 -0.0008
N -3.038 0.369 0.384 0.0016
N -2.474 2.195 2.845 0.0000
C -2.272 3.431 3.325 0.0002
C -0.967 3.771 3.046 0.0001
C -0.441 2.670 2.374 0.0005
N -1.361 1.706 2.252 -0.0003
H -3.334 1.671 2.822 0.0000
H -3.063 3.970 3.821 0.0000
H -0.463 4.687 3.300 0.0000
H 0.557 2.510 2.002 -0.0001



The structure with the greatest stability is *A*.